Entry 1:
{
  "formula": "C28H44N6O4",
  "method": "the ωB97M-V functional and the def2-TZVPD basis",
  "e_above_lowest_ev": 5.736,
  "smiles": "CCONC(=O)OCCC(=O)Nc1ccccc1.CCCC#N.CCCC#N.CCCC#N.CCCC#N",
  "spin_multiplicity": 1,
  "orbital_gap_ev": 9.3200,
  "energy_ev": -46878.46354,
  "e_lumo_ev": 0.50,
  "e_homo_ev": -8.82,
  "species": ["C", "C", "O", "N", "C", "O", "O", "C", "C", "C", "O", "N", "C", "C", "C", "C", "C", "C", "H", "H", "H", "H", "H", "H", "H", "H", "H", "H", "H", "H", "H", "H", "H", "H", "C", "C", "C", "C", "N", "H", "H", "H", "H", "H", "H", "H", "C", "C", "C", "C", "N", "H", "H", "H", "H", "H", "H", "H", "C", "C", "C", "C", "N", "H", "H", "H", "H", "H", "H", "H", "C", "C", "C", "C", "N", "H", "H", "H", "H", "H", "H", "H"],
  "xyz": [[-1.294, 3.482, 3.734], [-2.766, 3.898, 3.802], [-3.593, 3.150, 2.907], [-3.279, 3.539, 1.596], [-3.005, 2.455, 0.742], [-2.402, 2.609, -0.292], [-3.462, 1.278, 1.186], [-2.762, 0.139, 0.673], [-2.956, -1.061, 1.600], [-2.345, -0.883, 2.976], [-2.897, -0.246, 3.841], [-1.090, -1.500, 3.223], [-0.087, -0.983, 2.313], [0.209, -1.678, 1.151], [1.065, -1.111, 0.216], [1.624, 0.133, 0.468], [1.370, 0.804, 1.657], [0.501, 0.249, 2.584], [-0.646, 4.340, 3.896], [-1.078, 3.052, 2.756], [-1.082, 2.761, 4.529], [-3.182, 3.701, 4.790], [-2.863, 4.968, 3.598], [-4.011, 4.140, 1.234], [-3.130, -0.125, -0.321], [-1.704, 0.377, 0.548], [-4.016, -1.284, 1.731], [-2.492, -1.897, 1.072], [-0.862, -1.231, 4.176], [-0.270, -2.635, 0.983], [1.264, -1.633, -0.709], [2.272, 0.582, -0.276], [1.808, 1.780, 1.836], [0.252, 0.786, 3.493], [1.126, -2.914, -4.463], [-0.338, -2.987, -4.874], [-1.114, -1.711, -4.521], [-1.108, -1.456, -3.080], [-1.091, -1.251, -1.951], [1.233, -2.806, -3.382], [1.648, -3.823, -4.760], [1.628, -2.069, -4.940], [-0.813, -3.843, -4.393], [-0.407, -3.151, -5.947], [-2.152, -1.791, -4.844], [-0.675, -0.846, -5.021], [3.922, 3.482, -1.356], [2.463, 3.453, -1.796], [1.692, 4.718, -1.404], [1.675, 4.882, 0.051], [1.642, 5.004, 1.190], [4.006, 3.553, -0.270], [4.436, 2.573, -1.668], [4.449, 4.332, -1.793], [1.959, 2.595, -1.349], [2.414, 3.328, -2.879], [0.658, 4.661, -1.746], [2.146, 5.604, -1.852], [1.985, 2.392, 6.048], [2.697, 3.242, 5.002], [2.759, 4.727, 5.378], [1.416, 5.288, 5.515], [0.334, 5.663, 5.561], [0.945, 2.699, 6.165], [1.989, 1.341, 5.755], [2.475, 2.471, 7.021], [2.190, 3.141, 4.040], [3.717, 2.880, 4.866], [3.283, 5.292, 4.606], [3.292, 4.869, 6.319], [-2.172, -8.228, -5.425], [-0.773, -8.760, -5.710], [0.330, -7.768, -5.322], [0.214, -6.514, -6.068], [0.122, -5.531, -6.652], [-2.381, -7.330, -6.009], [-2.925, -8.972, -5.684], [-2.292, -7.981, -4.369], [-0.680, -9.004, -6.769], [-0.611, -9.684, -5.154], [1.316, -8.189, -5.522], [0.277, -7.536, -4.257]]
}

***

Entry 2:
{
  "formula": "C28H44O",
  "method": "the ωB97M-V functional and the def2-TZVPD basis",
  "e_above_lowest_ev": 21.574,
  "spin_multiplicity": 1,
  "orbital_gap_ev": 8.7329,
  "energy_ev": -31776.56408,
  "e_lumo_ev": 0.71,
  "e_homo_ev": -8.02,
  "species": ["C", "C", "C", "C", "C", "C", "C", "H", "C", "C", "H", "H", "C", "C", "H", "H", "H", "C", "H", "C", "H", "H", "C", "H", "H", "C", "H", "C", "C", "C", "C", "C", "H", "H", "H", "H", "C", "C", "H", "H", "H", "C", "H", "H", "H", "H", "H", "H", "C", "H", "H", "H", "H", "H", "H", "H", "H", "H", "C", "H", "H", "C", "O", "H", "C", "C", "H", "H", "H", "H", "H", "H", "H"],
  "xyz": [[7.140, 0.682, 1.122], [6.239, -0.090, 0.619], [4.951, 0.559, 0.158], [4.222, 1.395, 0.842], [2.904, 1.863, 0.374], [1.625, 1.378, 0.644], [1.376, -0.074, 1.217], [2.404, -0.413, 1.101], [0.584, -0.694, -0.069], [-0.650, -0.054, -0.231], [-1.316, 0.194, 0.727], [-1.371, -0.467, -1.063], [-0.492, 1.252, -0.820], [0.024, 1.543, -2.107], [0.044, 2.460, -2.646], [0.931, 0.997, -2.073], [-0.611, 0.721, -2.749], [0.400, 2.167, 0.304], [0.837, 3.241, -0.369], [-0.461, 2.674, 1.548], [-0.325, 1.936, 2.172], [-0.273, 3.718, 1.932], [-1.896, 2.689, 1.002], [-2.471, 3.567, 1.295], [-2.434, 1.967, 1.238], [-1.734, 2.275, -0.564], [-1.626, 3.012, -1.085], [-3.055, 1.805, -1.208], [-3.949, 0.681, -0.176], [-4.073, -0.598, -0.469], [-4.974, -1.334, 0.245], [-6.023, -2.186, -0.736], [-6.627, -2.746, 0.000], [-6.613, -1.559, -1.172], [-5.517, -2.854, -1.335], [-5.508, -0.611, 1.029], [-4.152, -2.441, 0.979], [-3.141, -3.204, 0.612], [-2.370, -2.516, 0.014], [-2.801, -3.863, 1.065], [-3.510, -3.791, -0.353], [-3.639, -1.652, 2.551], [-2.922, -1.004, 1.963], [-2.974, -2.566, 2.941], [-4.341, -1.183, 2.881], [-4.739, -3.230, 1.556], [-3.595, -1.136, -1.374], [-4.203, 1.035, 0.611], [-4.014, 2.860, -1.713], [-3.697, 3.476, -2.299], [-4.300, 3.424, -0.802], [-4.920, 2.392, -2.100], [-2.606, 1.152, -2.172], [1.262, -0.902, -0.807], [0.558, -1.796, 0.517], [0.964, 0.161, 2.210], [2.923, 3.024, 0.172], [4.569, 1.846, 1.803], [4.281, -0.023, -1.066], [5.027, 0.188, -1.633], [3.304, 0.162, -1.363], [4.324, -1.655, -0.963], [3.838, -2.099, -2.365], [3.719, -3.096, -2.227], [5.723, -2.236, -0.737], [6.222, -1.656, 0.605], [5.558, -2.096, 1.419], [7.267, -1.777, 0.883], [5.598, -3.299, -0.694], [6.407, -1.707, -1.170], [3.670, -1.878, -0.132], [7.078, 1.738, 1.158], [7.951, 0.251, 1.331]]
}

***

Entry 3:
{
  "formula": "C28H45BrN2NiOP2",
  "method": "the ωB97M-V functional and the def2-TZVPD basis",
  "e_above_lowest_ev": 0.789,
  "s2": 2.01,
  "spin_multiplicity": 3,
  "orbital_gap_ev": [6.5103, 4.0623],
  "energy_ev": -164436.89148,
  "e_lumo_ev": [-6.72, -9.13],
  "charge": 2,
  "e_homo_ev": [-13.23, -13.19],
  "species": ["C", "C", "C", "C", "N", "C", "C", "C", "C", "C", "C", "C", "C", "C", "Ni", "P", "H", "H", "H", "H", "H", "H", "H", "H", "C", "C", "H", "H", "H", "H", "H", "C", "C", "H", "H", "H", "H", "H", "C", "C", "H", "H", "H", "H", "H", "Br", "P", "C", "C", "H", "H", "H", "H", "H", "C", "C", "H", "H", "H", "H", "H", "C", "C", "H", "H", "H", "H", "H", "C", "N", "C", "C", "O", "H", "H", "H", "H", "H", "H", "H"],
  "xyz": [[3.262, -6.070, 4.618], [3.410, -6.551, 3.302], [4.017, -7.805, 3.130], [4.574, -8.450, 4.245], [4.490, -7.942, 5.475], [3.826, -6.806, 5.675], [3.005, -5.742, 2.186], [2.580, -4.518, 1.892], [2.385, -3.109, 1.851], [1.262, -2.427, 2.353], [0.895, -1.231, 1.780], [1.619, -0.668, 0.725], [2.820, -1.281, 0.305], [3.176, -2.508, 0.855], [2.738, -5.544, 0.403], [-1.230, -2.298, -0.989], [4.065, -8.254, 2.146], [2.743, -5.143, 4.811], [5.099, -9.399, 4.115], [3.743, -6.455, 6.700], [3.903, -3.165, 0.346], [0.580, -2.905, 3.059], [3.411, -0.891, -0.514], [-0.029, -0.760, 2.079], [-2.043, -1.265, -2.309], [-3.256, -1.822, -3.054], [-1.240, -1.032, -3.028], [-2.306, -0.313, -1.818], [-3.657, -1.040, -3.713], [-3.003, -2.672, -3.699], [-4.068, -2.125, -2.382], [-1.679, -4.058, -1.409], [-1.968, -4.998, -0.234], [-0.793, -4.416, -1.966], [-2.519, -4.083, -2.125], [-1.777, -6.035, -0.543], [-1.328, -4.791, 0.633], [-3.016, -4.921, 0.077], [-2.287, -1.934, 0.474], [-3.795, -2.044, 0.291], [-2.034, -0.920, 0.823], [-1.940, -2.625, 1.257], [-4.275, -1.906, 1.268], [-4.185, -1.265, -0.370], [-4.116, -3.020, -0.090], [0.908, 0.744, -0.276], [2.538, -3.005, -3.925], [0.736, -3.402, -3.869], [0.136, -3.417, -5.278], [0.244, -2.651, -3.224], [0.641, -4.394, -3.399], [-0.896, -3.794, -5.248], [0.122, -2.415, -5.734], [0.718, -4.081, -5.933], [2.486, -1.185, -3.644], [3.606, -0.443, -4.376], [2.541, -0.990, -2.564], [1.509, -0.822, -3.992], [3.479, 0.638, -4.253], [4.590, -0.709, -3.975], [3.610, -0.659, -5.450], [3.210, -3.734, -2.395], [3.956, -5.032, -2.704], [2.344, -3.875, -1.732], [3.869, -2.971, -1.963], [4.653, -5.254, -1.890], [3.268, -5.882, -2.788], [4.535, -4.971, -3.637], [-2.959, 2.180, 4.274], [-1.930, 2.615, 3.355], [-1.542, 4.011, 3.293], [-1.363, 1.700, 2.544], [-1.657, 0.499, 2.586], [-3.261, 3.042, 4.864], [-2.572, 1.389, 4.924], [-3.816, 1.777, 3.725], [-0.455, 4.115, 3.413], [-1.806, 4.458, 2.325], [-2.051, 4.554, 4.088], [-0.598, 2.112, 1.854]]
}

***

Q: Number 1 is which compound?
A: C28H44N6O4